1.
C41H57N5O4 | ωB97M-V/def2-TZVPD

Geometry (Å):
1 O -0.169 -11.579 3.469
2 O 1.367 -13.470 7.581
3 O 7.994 -8.370 5.300
4 O 5.807 -8.623 11.717
5 N 4.752 -10.920 1.753
6 N 4.238 -16.937 11.923
7 N -0.037 -16.748 9.764
8 N -0.916 -9.322 8.319
9 N 0.997 -16.097 5.293
10 C 5.046 -10.959 -0.657
11 C -0.113 -10.172 9.021
12 C -2.086 -17.977 9.661
13 C 2.649 -12.874 7.901
14 C -0.675 -15.744 9.095
15 C 7.168 -10.416 4.514
16 C -0.598 -11.846 1.135
17 C 3.658 -11.700 1.604
18 C 6.215 -10.352 10.172
19 C -2.036 -15.766 8.719
20 C 7.290 -8.888 4.194
21 C 0.927 -13.033 6.314
22 C 3.932 -11.771 -0.801
23 C 2.683 -15.422 11.001
24 C 6.896 -10.346 6.019
25 C -0.363 -10.311 2.941
26 C -1.196 -10.620 1.677
27 C 4.507 -9.012 11.276
28 C 3.108 -12.092 6.672
29 C 4.873 -14.600 11.573
30 C 0.355 -16.687 4.271
31 C 0.176 -7.477 9.448
32 C -0.107 -18.016 4.371
33 C 2.951 -16.642 11.538
34 C 0.602 -18.048 6.623
35 C 4.743 -10.124 10.243
36 C -0.751 -7.998 8.523
37 C -0.379 -12.644 2.503
38 C 3.215 -12.137 0.346
39 C 1.079 -16.759 6.467
40 C 3.586 -14.368 11.086
41 C 5.134 -15.948 11.921
42 C -2.755 -16.918 8.995
43 C 0.062 -18.748 5.528
44 C 1.014 -8.391 10.089
45 C 7.478 -9.043 6.455
46 C 0.867 -9.732 9.887
47 C 6.708 -8.991 10.737
48 C 2.249 -12.748 5.570
49 C -0.733 -17.867 10.054
50 C 5.443 -10.606 0.642
51 H -0.190 -18.631 10.591
52 H -2.166 -10.887 2.096
53 H 3.287 -13.349 10.891
54 H 6.445 -11.201 10.817
55 H -1.183 -13.338 2.748
56 H 3.887 -9.478 12.041
57 H 2.434 -12.883 0.355
58 H 6.313 -9.970 0.723
59 H -1.228 -9.752 1.020
60 H 6.347 -10.801 3.909
61 H 4.260 -11.062 10.516
62 H 2.698 -13.732 5.438
63 H -2.603 -18.859 10.009
64 H 4.024 -8.119 10.877
65 H 0.585 -13.151 2.464
66 H 5.700 -13.910 11.658
67 H -2.520 -14.920 8.255
68 H 1.695 -15.161 10.652
69 H 1.775 -7.982 10.738
70 H -1.237 -7.309 7.849
71 H 2.594 -12.129 8.694
72 H 5.821 -10.264 6.180
73 H 2.099 -12.216 4.631
74 H 0.393 -16.125 3.350
75 H 5.672 -10.883 -1.534
76 H 0.398 -6.422 9.521
77 H -3.802 -17.045 8.762
78 H 4.143 -12.273 6.380
79 H 0.509 -12.029 6.372
80 H -0.238 -11.243 8.950
81 H 6.949 -8.234 9.991
82 H 7.776 -8.653 3.247
83 H 0.213 -13.687 5.814
84 H -0.402 -19.722 5.564
85 H -0.126 -14.817 9.165
86 H 2.907 -11.021 6.676
87 H 6.152 -16.266 12.092
88 H -1.071 -12.429 0.345
89 H 7.656 -9.122 11.260
90 H 3.119 -12.021 2.483
91 H 8.078 -11.006 4.409
92 H 1.474 -10.384 10.498
93 H 8.265 -9.227 7.187
94 H 2.212 -17.421 11.655
95 H -0.670 -9.531 3.639
96 H 6.628 -10.579 9.190
97 H 0.403 -11.634 0.760
98 H 6.732 -8.407 6.931
99 H 6.334 -8.371 4.106
100 H 3.674 -12.159 -1.776
101 H 7.243 -11.137 6.684
102 H 1.454 -16.260 7.349
103 H -0.612 -18.419 3.504
104 H 3.455 -13.563 8.154
105 H 0.601 -9.976 2.559
106 H 0.540 -18.396 7.643
107 H 4.307 -9.772 9.308

Calculated values
- Multiplicity: 2
- DFT total energy: -59076.1674 eV
- Net charge: -1
- Energy above the lowest of the compared OMol25 structures with the same formula, charge and spin: 0.00 kJ/mol
- Orbital gap (spin up / spin down): 1.81 / 6.33 eV



2.
C5H8O | ωB97M-V/def2-TZVPD

Geometry (Å):
1 O -0.875 0.914 0.822
2 C -0.448 -1.477 0.189
3 C 0.892 1.195 -0.969
4 C -0.069 -0.248 1.013
5 C 0.516 0.981 0.470
6 C -1.390 -0.988 -0.874
7 H 0.522 2.164 -1.316
8 H 0.145 -0.467 2.058
9 H -0.856 -2.226 0.882
10 H -2.416 -1.172 -0.501
11 H 1.982 1.193 -1.078
12 H 1.088 1.585 1.176
13 H 0.448 0.424 -1.599
14 H 0.462 -1.881 -0.272

Calculated values
- Multiplicity: 1
- DFT total energy: -7356.8023 eV
- Net charge: 0
- Energy above the lowest of the compared OMol25 structures with the same formula, charge and spin: 526.13 kJ/mol
- Orbital gap (spin up / spin down): 8.42 / 8.46 eV



3.
Cl2H5NSi2 | ωB97M-V/def2-TZVPD

Geometry (Å):
1 Cl -2.653 1.136 -0.115
2 Cl -2.900 -2.054 -0.047
3 Si 1.655 0.546 0.173
4 Si -1.704 -0.530 -0.532
5 N 0.548 -0.641 0.695
6 H 1.871 1.529 1.091
7 H 2.785 -0.166 -0.220
8 H -0.835 -0.484 -1.705
9 H 0.262 -0.545 1.718
10 H 0.972 1.210 -1.059

Calculated values
- Multiplicity: 1
- DFT total energy: -42371.5424 eV
- Net charge: 0
- Energy above the lowest of the compared OMol25 structures with the same formula, charge and spin: 307.33 kJ/mol
- Orbital gap: 8.58 eV



4.
C26H72N6O7 | ωB97M-V/def2-TZVPD

Geometry (Å):
1 O 2.783 -1.800 3.833
2 O 0.437 8.700 -1.517
3 O -1.630 -0.961 -5.106
4 O 3.522 -4.339 -2.874
5 O -2.902 -3.234 -0.045
6 O -0.697 0.923 -0.585
7 O -5.565 1.726 1.110
8 N 2.480 6.566 -1.956
9 N 3.102 -1.563 -2.539
10 N -2.755 1.194 2.059
11 N -1.628 -5.849 0.913
12 N 5.623 -1.108 3.812
13 N -1.968 2.030 -2.799
14 C 3.287 -3.843 -1.546
15 C 1.426 -1.780 4.062
16 C 0.391 7.388 -1.102
17 C -1.740 -4.655 1.750
18 C -5.233 0.826 2.162
19 C 1.110 6.393 -2.096
20 C 0.740 0.694 1.380
21 C 0.475 1.451 0.037
22 C 0.993 -2.482 -1.855
23 C 4.002 -5.658 -3.138
24 C -1.658 -3.444 0.724
25 C 3.534 -1.514 4.969
26 C 0.350 9.700 -0.540
27 C -3.534 -0.914 2.823
28 C 5.005 -1.954 4.765
29 C 0.224 1.265 -3.675
30 C -3.844 0.245 1.886
31 C -1.350 1.215 -3.888
32 C 5.807 -1.761 6.050
33 C -2.255 -0.443 -6.184
34 C 2.554 -2.472 -1.515
35 C -6.742 2.415 1.551
36 C -1.893 -0.225 -3.845
37 C -0.503 -4.728 2.708
38 C -2.826 -2.647 -1.362
39 C 0.917 4.897 -1.710
40 H -1.537 1.594 -4.893
41 H -7.108 3.127 0.811
42 H 5.086 -3.016 4.534
43 H 1.764 0.632 1.746
44 H -1.745 3.014 -2.745
45 H 5.632 -0.762 6.449
46 H 1.555 4.563 -0.891
47 H 5.222 -1.420 2.939
48 H -2.410 -3.432 -1.993
49 H 0.400 2.515 0.262
50 H -1.905 -6.704 1.374
51 H -3.062 2.038 1.597
52 H 3.101 -2.040 -3.430
53 H -3.830 -0.037 0.833
54 H -0.116 4.598 -1.536
55 H 0.956 -2.371 3.276
56 H -5.975 0.039 2.292
57 H -6.575 2.962 2.479
58 H 0.134 1.044 2.215
59 H -2.683 -4.700 2.294
60 H 1.214 10.353 -0.664
61 H -4.012 -0.750 3.789
62 H 2.616 -4.520 -1.017
63 H -2.460 -1.099 2.857
64 H -7.406 1.571 1.734
65 H 6.879 -1.895 5.901
66 H -1.842 0.496 -6.553
67 H -3.852 -2.422 -1.653
68 H -3.299 -0.176 -6.020
69 H -0.979 1.405 -1.365
70 H 0.561 -1.526 -1.560
71 H -5.197 1.283 3.151
72 H 3.139 -2.019 5.851
73 H 0.982 -2.229 4.951
74 H -0.830 -3.701 0.063
75 H -2.383 -5.653 0.271
76 H 5.049 -5.633 -2.834
77 H 4.231 -3.860 -1.001
78 H 0.728 -2.548 -2.910
79 H 3.419 -6.378 -2.563
80 H 5.379 -2.444 6.784
81 H -2.185 -1.767 -1.322
82 H 0.907 7.377 -0.142
83 H 0.991 -0.782 4.029
84 H 1.111 4.175 -2.503
85 H 0.493 9.320 0.471
86 H -2.951 1.984 -3.027
87 H 2.730 -1.989 -0.554
88 H 5.237 -0.205 4.049
89 H 3.449 -0.461 5.238
90 H -0.657 7.106 -0.998
91 H 4.069 -5.883 -4.202
92 H 1.295 1.433 -0.681
93 H -2.974 -0.176 -3.709
94 H 1.024 6.635 -3.155
95 H 2.875 5.856 -2.557
96 H -1.280 -2.559 1.236
97 H -4.037 -1.861 2.629
98 H 2.255 -1.037 -2.702
99 H -1.903 0.959 1.570
100 H 0.603 0.938 -2.707
101 H 0.494 -0.355 1.211
102 H -0.437 10.454 -0.571
103 H 2.697 7.383 -2.508
104 H -1.409 -0.825 -3.075
105 H -0.563 -3.952 3.471
106 H 0.444 2.327 -3.791
107 H 0.336 -3.249 -1.446
108 H 0.860 0.699 -4.356
109 H 0.436 -4.722 2.155
110 H -0.540 -5.672 3.253
111 H -2.251 -1.306 -6.849

Calculated values
- Multiplicity: 2
- DFT total energy: -51394.6873 eV
- Net charge: -1
- Energy above the lowest of the compared OMol25 structures with the same formula, charge and spin: 100.43 kJ/mol
- Orbital gap (spin up / spin down): 1.64 / 8.94 eV



5.
C8H12N2O7 | ωB97M-V/def2-TZVPD

Geometry (Å):
1 O -1.030 2.351 0.784
2 O -2.212 -2.578 -0.431
3 O -3.874 -1.408 0.566
4 O 1.527 1.528 1.219
5 O 1.258 2.275 -0.895
6 O -2.367 2.909 -0.950
7 O 0.279 -1.805 -1.125
8 N 2.912 -2.087 -0.110
9 N -0.348 -0.610 0.742
10 C 2.690 0.338 -0.380
11 C -1.996 0.622 -0.614
12 C -1.715 2.037 -0.188
13 C -1.781 -0.367 0.493
14 C 2.095 -0.944 0.242
15 C 0.550 -1.145 -0.135
16 C -2.708 -1.550 0.203
17 C 1.763 1.500 -0.111
18 H 3.097 -2.700 0.680
19 H 2.093 -0.684 1.314
20 H 2.464 -2.711 -0.807
21 H 0.782 2.162 1.532
22 H 3.684 0.550 0.071
23 H 2.859 0.200 -1.446
24 H -1.282 -2.369 -0.729
25 H -2.293 3.796 -0.517
26 H -3.007 0.576 -1.024
27 H -2.162 0.076 1.447
28 H -1.324 0.278 -1.429
29 H 0.046 -0.243 1.597

Calculated values
- Multiplicity: 1
- DFT total energy: -25805.0400 eV
- Net charge: 0
- Energy above the lowest of the compared OMol25 structures with the same formula, charge and spin: 39.94 kJ/mol
- Orbital gap: 10.28 eV
- Structure (SMILES): N[C@@H](CC(=O)O)C(=O)N[C@@H](CC(=O)O)C(=O)O



6.
C2H8O | ωB97M-V/def2-TZVPD

Geometry (Å):
1 O -1.510 -1.973 2.825
2 C 1.101 0.465 -1.279
3 C -0.192 0.961 -0.689
4 H -0.877 -2.589 2.421
5 H -0.590 0.267 0.042
6 H 0.993 -0.545 -1.672
7 H -0.115 1.922 -0.187
8 H 1.873 0.435 -0.519
9 H -1.001 1.074 -1.416
10 H -1.131 -1.122 2.559
11 H 1.450 1.105 -2.086

Calculated values
- Multiplicity: 1
- DFT total energy: -4251.0891 eV
- Net charge: 0
- Energy above the lowest of the compared OMol25 structures with the same formula, charge and spin: 1.19 kJ/mol
- Orbital gap: 12.37 eV
- Structure (SMILES): CC.O



7.
C30H34Br39I2N3O | ωB97M-V/def2-TZVPD

Geometry (Å):
1 I 1.182 -5.309 -0.041
2 I -1.393 -4.489 1.722
3 Br 0.680 -2.306 4.326
4 Br -2.816 -7.696 1.404
5 Br -4.186 -4.936 5.512
6 Br -0.816 3.002 -5.046
7 Br 2.611 -3.849 -9.110
8 Br 5.707 -7.528 -2.692
9 Br 4.702 4.606 2.808
10 Br 2.585 3.396 0.790
11 Br 3.340 -5.429 -2.135
12 Br 1.734 10.308 0.364
13 Br 2.178 0.928 8.951
14 Br -3.948 -1.048 -4.098
15 Br -1.318 -2.416 -5.254
16 Br -1.000 8.116 -2.638
17 Br -1.489 4.568 8.761
18 Br 1.794 0.568 3.707
19 Br -1.970 7.288 7.169
20 Br -1.298 -5.769 4.505
21 Br 3.353 3.790 9.717
22 Br -2.034 -5.995 7.612
23 Br 3.303 -7.230 -4.763
24 Br 2.323 3.225 6.759
25 Br 4.968 -9.598 -8.933
26 Br -1.909 -7.408 -1.632
27 Br -0.640 4.794 5.687
28 Br -3.054 -0.459 -7.082
29 Br 0.714 5.969 -1.041
30 Br 1.569 7.917 2.472
31 Br 5.282 4.710 -0.327
32 Br 2.821 10.716 3.329
33 Br 2.639 -7.456 -8.624
34 Br 4.076 -1.857 -7.102
35 Br -4.829 -6.505 -0.747
36 Br 1.940 -10.565 -8.705
37 Br -3.358 4.342 -3.675
38 Br -2.559 5.119 -6.661
39 Br 3.803 -1.905 3.825
40 Br -1.855 7.319 0.311
41 Br 4.792 -4.958 -7.066
42 O -0.622 -0.876 -1.722
43 N -2.824 -0.943 2.466
44 N -1.384 3.466 1.313
45 N 0.869 0.624 0.787
46 C 2.186 -1.125 4.525
47 C -0.784 2.936 3.372
48 C 1.866 -2.416 -0.285
49 C -0.404 -2.761 0.840
50 C -3.380 -7.732 -0.436
51 C -1.125 -0.576 -0.435
52 C 3.232 -9.235 -8.190
53 C -1.921 4.570 -4.935
54 C -1.873 5.368 7.044
55 C 0.247 3.746 2.815
56 C 0.551 -3.224 -0.307
57 C -1.592 -1.861 0.332
58 C 4.455 3.727 1.112
59 C -0.007 0.038 0.333
60 C 3.422 -3.645 -7.374
61 C 2.100 2.826 8.622
62 C -2.103 3.557 0.049
63 C -2.667 -2.607 -0.444
64 C -1.328 2.794 -1.059
65 C -2.690 -6.107 5.805
66 C -0.172 4.049 1.537
67 C -0.385 7.543 -0.912
68 C -1.769 2.783 2.436
69 C 4.430 -6.334 -3.489
70 C 1.529 9.823 2.222
71 C -2.247 -1.357 1.564
72 C -2.618 -2.942 -1.780
73 C -2.147 1.574 -1.546
74 C -2.457 -0.866 -5.305
75 C -2.258 0.469 -0.489
76 H 1.853 -1.611 -1.020
77 H -0.373 2.441 -0.672
78 H 0.056 -3.200 -1.271
79 H -2.852 5.020 6.750
80 H -2.686 2.227 2.552
81 H 2.646 -3.815 -6.641
82 H -1.999 -3.722 -2.224
83 H 0.552 10.166 2.531
84 H -1.149 3.462 -1.902
85 H 0.284 4.638 0.754
86 H -1.868 -0.025 -4.967
87 H 1.173 4.051 3.273
88 H -1.299 5.369 -4.554
89 H -2.210 4.598 -0.241
90 H 4.953 2.770 1.172
91 H -1.799 1.247 -2.525
92 H 3.330 -9.286 -7.115
93 H 2.340 -0.963 5.583
94 H -3.169 -0.095 -0.707
95 H 1.109 3.157 8.902
96 H -0.715 2.520 4.360
97 H 0.242 8.326 -0.506
98 H -3.542 -2.915 0.132
99 H -3.037 -7.119 5.652
100 H -3.077 3.085 0.161
101 H -2.398 0.962 0.472
102 H -3.294 -2.414 -2.471
103 H -3.748 -8.727 -0.640
104 H 4.990 -5.586 -4.036
105 H 0.242 -0.466 -1.835
106 H -3.167 1.938 -1.702
107 H 2.745 -3.029 -0.451
108 H 1.974 -1.932 0.686
109 H 0.134 -2.325 1.676

Calculated values
- Multiplicity: 1
- DFT total energy: -2786027.2240 eV
- Net charge: 0
- Orbital gap: 7.49 eV